60
Properties=species:S:1:pos:R:3:nbo_charge:R:1 method="wB97M-V/def2-TZVPD" homo_lumo_gap_ha=0.296 fmax_ev_per_a=0.92 e_above_lowest_ev=3.017 e_homo_ev=-7.715 mol_weight_g_mol=449.5 total_energy_ha=-1513.142404 charge=0
C 2.9709 -6.3195 -5.5165 -0.608
C 2.7355 -6.9154 -4.1331 -0.392
C 3.0347 -5.9383 -2.9975 -0.409
C 2.0691 -4.7578 -2.9577 -0.064
O 2.3426 -4.0277 -1.7760 -0.490
C 1.6146 -2.9204 -1.5008 0.317
C 0.5868 -2.4161 -2.2947 -0.271
C -0.0853 -1.2751 -1.9029 -0.141
C 0.2497 -0.6015 -0.7328 -0.195
C -0.5320 0.6131 -0.3885 0.670
O -1.6419 0.8282 -0.8304 -0.593
N 0.1061 1.4587 0.4883 -0.631
C -0.3479 2.7244 0.8669 0.016
C -1.6134 3.0892 1.1685 -0.144
C -2.7891 2.2647 1.3085 -0.028
C -2.7392 0.9230 1.6884 -0.146
C -3.8892 0.1727 1.8299 -0.313
C -5.1329 0.7455 1.5810 0.315
O -6.3244 0.0976 1.6709 -0.489
C -6.3248 -1.2725 1.9906 -0.252
C -5.1983 2.0960 1.2256 -0.252
C -4.0502 2.8400 1.1055 -0.184
C 0.7695 3.6926 0.9282 0.776
O 1.9222 3.3626 0.7370 -0.630
O 0.3925 4.9416 1.2186 -0.493
C 1.4364 5.9171 1.3250 -0.124
C 2.0521 5.9155 2.6836 0.223
C 2.9534 5.0715 3.2645 -0.281
C 3.1428 5.5469 4.5843 -0.316
C 2.3436 6.6409 4.7044 0.093
O 1.6768 6.8707 3.5628 -0.393
C 1.2720 -1.1165 0.0655 -0.163
C 1.9403 -2.2587 -0.3122 -0.262
H 2.8357 -7.0809 -6.2810 0.212
H 2.2741 -5.5106 -5.7198 0.199
H 3.9838 -5.9312 -5.5960 0.203
H 3.3799 -7.7883 -4.0108 0.206
H 1.7005 -7.2556 -4.0545 0.195
H 4.0527 -5.5573 -3.0921 0.204
H 2.9626 -6.4590 -2.0408 0.213
H 2.2075 -4.1128 -3.8344 0.175
H 1.0322 -5.1219 -2.9446 0.171
H 0.3029 -2.9049 -3.2131 0.215
H -0.8891 -0.8811 -2.5065 0.235
H 1.1192 1.3976 0.5334 0.428
H -1.7680 4.1489 1.3226 0.229
H -1.7884 0.4648 1.9118 0.210
H -3.8038 -0.8606 2.1282 0.218
H -5.7624 -1.8561 1.2551 0.178
H -5.9139 -1.4528 2.9894 0.175
H -7.3695 -1.5794 1.9719 0.200
H -6.1695 2.5310 1.0488 0.222
H -4.1159 3.8809 0.8246 0.210
H 2.1975 5.7008 0.5674 0.223
H 0.9564 6.8779 1.1337 0.217
H 3.4156 4.2240 2.8018 0.242
H 3.7857 5.1313 5.3325 0.229
H 2.1697 7.3167 5.5181 0.203
H 1.5336 -0.6436 1.0006 0.214
H 2.7280 -2.6707 0.2988 0.225

61
Properties=species:S:1:pos:R:3:nbo_charge:R:1 method="wB97M-V/def2-TZVPD" homo_lumo_gap_ha=0.280 fmax_ev_per_a=0.87 e_above_lowest_ev=2.284 smiles="COC(=O)CCC(=O)O[C@]1(C)C(=O)C=C2C=C(C3CC3)N(Cc3ccc(OC)cc3)C=C2C1=O" e_homo_ev=-7.472 mol_weight_g_mol=465.5 total_energy_ha=-1588.391678 charge=0
C 0.6994 3.5116 1.6248 -0.269
O -0.1405 3.7046 0.4930 -0.513
C -1.4563 3.6759 0.7273 0.815
O -1.9371 3.5344 1.8188 -0.604
C -2.2488 3.9043 -0.5451 -0.499
C -3.5357 3.0871 -0.5071 -0.503
C -3.2164 1.6092 -0.4826 0.828
O -2.0995 1.1596 -0.3595 -0.621
O -4.3013 0.8729 -0.6231 -0.468
C -4.1163 -0.5607 -0.5325 0.054
C -5.3580 -1.1973 -1.1573 -0.606
C -4.0827 -0.9255 0.9736 0.520
O -5.0357 -0.5974 1.6626 -0.574
C -2.9370 -1.6124 1.4692 -0.439
C -1.8385 -1.8874 0.7067 0.165
C -0.6382 -2.4587 1.2413 -0.276
C 0.4921 -2.6025 0.5100 0.241
C 1.7554 -3.1236 1.0916 -0.291
C 1.7293 -4.1954 2.1382 -0.399
C 2.2167 -4.5194 0.7610 -0.415
N 0.5089 -2.2443 -0.8246 -0.364
C 1.7584 -2.1102 -1.5471 -0.217
C 2.4445 -0.8134 -1.1754 -0.085
C 3.7882 -0.7850 -0.8410 -0.200
C 4.4154 0.3995 -0.4888 -0.266
C 3.6915 1.5863 -0.4660 0.299
O 4.1937 2.8021 -0.1214 -0.493
C 5.5556 2.8992 0.2200 -0.253
C 2.3383 1.5621 -0.8117 -0.235
C 1.7252 0.3791 -1.1548 -0.193
C -0.6184 -1.7630 -1.3842 0.133
C -1.7797 -1.5806 -0.6961 -0.267
C -2.8914 -0.9236 -1.3788 0.599
O -2.8773 -0.6650 -2.5665 -0.565
H 1.7075 3.7731 1.3121 0.196
H 0.3711 4.1473 2.4496 0.199
H 0.6573 2.4681 1.9430 0.195
H -2.4851 4.9686 -0.6072 0.239
H -1.6295 3.6280 -1.3977 0.236
H -4.0922 3.3112 0.4062 0.262
H -4.1769 3.2987 -1.3627 0.241
H -5.4384 -0.8911 -2.1973 0.232
H -5.2805 -2.2807 -1.1003 0.217
H -6.2321 -0.8663 -0.6029 0.243
H -2.9409 -1.8502 2.5224 0.220
H -0.6284 -2.7292 2.2851 0.226
H 2.5282 -2.3669 1.1816 0.244
H 0.7743 -4.5972 2.4370 0.224
H 2.4486 -4.1395 2.9403 0.223
H 3.2719 -4.6919 0.6100 0.218
H 1.5807 -5.1266 0.1342 0.221
H 2.4068 -2.9608 -1.3299 0.225
H 1.5308 -2.1150 -2.6174 0.222
H 4.3660 -1.6987 -0.8571 0.208
H 5.4629 0.3789 -0.2329 0.214
H 5.7297 3.9508 0.4417 0.203
H 6.2009 2.5939 -0.6098 0.178
H 5.7918 2.3001 1.1054 0.176
H 1.7808 2.4837 -0.8017 0.236
H 0.6723 0.3905 -1.3940 0.230
H -0.5813 -1.5015 -2.4325 0.235

57
Properties=species:S:1:pos:R:3:nbo_charge:R:1 method="wB97M-V/def2-TZVPD" homo_lumo_gap_ha=0.290 fmax_ev_per_a=3.06 e_above_lowest_ev=0.015 e_homo_ev=-10.851 mol_weight_g_mol=419.6 total_energy_ha=-1630.564160 charge=+1
C -4.2325 -2.6200 1.5393 -0.632
C -2.9587 -2.2530 2.2409 -0.075
O -1.9924 -1.8443 1.2411 -0.498
C -0.8768 -1.3286 1.8222 0.775
C 0.1959 -0.9988 0.8053 -0.511
S 1.7440 -1.1829 1.5894 0.883
C 1.7551 -2.6261 2.7367 -0.716
C 2.4633 -2.3128 0.3187 -0.720
O -0.7822 -1.1621 3.0253 -0.593
H -4.9857 -2.9154 2.2679 0.231
H -4.6305 -1.7700 0.9826 0.222
H -4.1140 -3.4503 0.8403 0.218
H -3.0879 -1.3996 2.9076 0.204
H -2.5572 -3.0997 2.8088 0.189
H 0.1907 -1.8485 -0.0620 0.287
H 1.0437 -2.4869 3.5557 0.287
H 1.5976 -3.5677 2.1879 0.238
H 2.7959 -2.5701 3.0793 0.252
H 2.4904 -1.8630 -0.6943 0.275
H 3.4770 -2.4417 0.7327 0.246
H 1.9379 -3.2946 0.3368 0.240
C 4.1652 0.7788 -5.2523 -0.264
O 4.3112 0.6586 -3.8294 -0.488
C 3.2421 0.6973 -2.9993 0.337
C 3.5475 0.7479 -1.6181 -0.257
C 2.5278 0.7618 -0.6763 -0.238
C 1.1576 0.6562 -1.0531 -0.064
C 0.0775 0.5925 -0.0409 -0.019
C -1.3514 0.4425 -0.4733 -0.053
C -2.1426 1.1165 0.4973 0.027
C -3.5141 1.3086 0.3257 -0.211
C -4.1318 0.5668 -0.6785 -0.200
C -3.3750 -0.1951 -1.5859 -0.201
C -1.9741 -0.2418 -1.5061 -0.205
C -1.2766 1.8947 1.3726 0.017
C 0.0625 1.7212 0.9410 -0.094
C 1.0686 2.5864 1.3594 -0.196
C 0.7309 3.5613 2.3064 -0.199
C -0.6034 3.7703 2.7002 -0.182
C -1.6385 3.0043 2.1481 -0.207
C 0.8822 0.6379 -2.4520 -0.112
C 1.8964 0.6052 -3.4174 -0.322
H 5.1995 0.7858 -5.6236 0.216
H 3.6333 -0.0791 -5.7054 0.185
H 3.6742 1.7231 -5.5522 0.191
H 4.5894 0.8328 -1.3079 0.238
H 2.8205 0.9219 0.3760 0.220
H -4.0855 2.0371 0.9283 0.227
H -5.2213 0.5497 -0.7674 0.228
H -3.8622 -0.6795 -2.4389 0.228
H -1.3994 -0.7763 -2.2581 0.223
H 2.0669 2.6014 0.9125 0.225
H 1.5073 4.2494 2.6385 0.227
H -0.8324 4.5446 3.4371 0.230
H -2.7029 3.2772 2.2768 0.225
H -0.1660 0.7950 -2.7684 0.225
H 1.6428 0.5812 -4.4774 0.237

Repeat the third record exactly.
57
Properties=species:S:1:pos:R:3:nbo_charge:R:1 method="wB97M-V/def2-TZVPD" homo_lumo_gap_ha=0.290 fmax_ev_per_a=3.06 e_above_lowest_ev=0.015 e_homo_ev=-10.851 mol_weight_g_mol=419.6 total_energy_ha=-1630.564160 charge=+1
C -4.2325 -2.6200 1.5393 -0.632
C -2.9587 -2.2530 2.2409 -0.075
O -1.9924 -1.8443 1.2411 -0.498
C -0.8768 -1.3286 1.8222 0.775
C 0.1959 -0.9988 0.8053 -0.511
S 1.7440 -1.1829 1.5894 0.883
C 1.7551 -2.6261 2.7367 -0.716
C 2.4633 -2.3128 0.3187 -0.720
O -0.7822 -1.1621 3.0253 -0.593
H -4.9857 -2.9154 2.2679 0.231
H -4.6305 -1.7700 0.9826 0.222
H -4.1140 -3.4503 0.8403 0.218
H -3.0879 -1.3996 2.9076 0.204
H -2.5572 -3.0997 2.8088 0.189
H 0.1907 -1.8485 -0.0620 0.287
H 1.0437 -2.4869 3.5557 0.287
H 1.5976 -3.5677 2.1879 0.238
H 2.7959 -2.5701 3.0793 0.252
H 2.4904 -1.8630 -0.6943 0.275
H 3.4770 -2.4417 0.7327 0.246
H 1.9379 -3.2946 0.3368 0.240
C 4.1652 0.7788 -5.2523 -0.264
O 4.3112 0.6586 -3.8294 -0.488
C 3.2421 0.6973 -2.9993 0.337
C 3.5475 0.7479 -1.6181 -0.257
C 2.5278 0.7618 -0.6763 -0.238
C 1.1576 0.6562 -1.0531 -0.064
C 0.0775 0.5925 -0.0409 -0.019
C -1.3514 0.4425 -0.4733 -0.053
C -2.1426 1.1165 0.4973 0.027
C -3.5141 1.3086 0.3257 -0.211
C -4.1318 0.5668 -0.6785 -0.200
C -3.3750 -0.1951 -1.5859 -0.201
C -1.9741 -0.2418 -1.5061 -0.205
C -1.2766 1.8947 1.3726 0.017
C 0.0625 1.7212 0.9410 -0.094
C 1.0686 2.5864 1.3594 -0.196
C 0.7309 3.5613 2.3064 -0.199
C -0.6034 3.7703 2.7002 -0.182
C -1.6385 3.0043 2.1481 -0.207
C 0.8822 0.6379 -2.4520 -0.112
C 1.8964 0.6052 -3.4174 -0.322
H 5.1995 0.7858 -5.6236 0.216
H 3.6333 -0.0791 -5.7054 0.185
H 3.6742 1.7231 -5.5522 0.191
H 4.5894 0.8328 -1.3079 0.238
H 2.8205 0.9219 0.3760 0.220
H -4.0855 2.0371 0.9283 0.227
H -5.2213 0.5497 -0.7674 0.228
H -3.8622 -0.6795 -2.4389 0.228
H -1.3994 -0.7763 -2.2581 0.223
H 2.0669 2.6014 0.9125 0.225
H 1.5073 4.2494 2.6385 0.227
H -0.8324 4.5446 3.4371 0.230
H -2.7029 3.2772 2.2768 0.225
H -0.1660 0.7950 -2.7684 0.225
H 1.6428 0.5812 -4.4774 0.237